{"formula": "C7H16Cl", "method": "ωB97M-V with the def2-TZVPD basis set", "species": ["Cl", "C", "C", "C", "C", "C", "C", "C", "H", "H", "H", "H", "H", "H", "H", "H", "H", "H", "H", "H", "H", "H", "H", "H"], "xyz": [[1.92633, 1.05926, 2.81396], [1.29792, -0.40581, -2.49799], [-1.59833, 0.23850, 0.96762], [1.74047, -0.26999, -1.04967], [-0.57271, 0.39301, -0.19299], [0.55323, -0.62319, -0.13298], [-2.81946, 1.10692, 0.71647], [0.96898, -0.89609, 1.28578], [-0.16356, 1.41689, -0.14365], [2.18257, -0.32176, -3.12159], [1.78468, -1.60747, 1.24583], [1.58233, 0.10213, 1.72608], [-3.21861, 0.96676, -0.30202], [2.14273, 0.72639, -0.80906], [0.85803, -1.39901, -2.65755], [0.20115, -1.14972, 2.01921], [0.58398, 0.37616, -2.77664], [-1.88709, -0.82005, 1.05034], [2.51725, -1.01093, -0.82225], [0.18018, -1.62062, -0.41972], [-1.09280, 0.51565, 1.93046], [-2.54388, 2.14965, 0.89913], [-1.05937, 0.29085, -1.16941], [-3.56399, 0.78249, 1.44065]], "forces_ev_per_angstrom": [[0.4, 1.0, 0.8], [0.4, 0.1, 0.0], [0.9, 0.1, -0.6], [-0.6, -0.7, 0.6], [-0.4, 0.1, 0.4], [0.1, 0.5, 0.7], [0.1, -0.3, 0.4], [0.5, -0.8, -0.7], [0.0, -0.3, -0.1], [-0.1, 0.1, -0.4], [0.2, -0.2, 0.5], [-0.4, -0.4, -0.3], [0.2, 0.2, 0.4], [-0.2, -0.2, -0.1], [0.0, 0.3, -0.1], [0.3, 0.1, -0.2], [0.1, -0.2, 0.0], [0.0, 0.2, 0.0], [0.1, 0.2, -0.2], [-0.2, 0.1, -0.4], [-0.6, -0.1, -0.8], [-0.3, 0.0, -0.2], [-0.2, 0.1, 0.2], [-0.4, 0.4, -0.1]], "s2": 0.76, "mol_weight_g_mol": 135.66, "e_homo_ev": [-9.2, -10.8], "spin_multiplicity": 2}

{"formula": "C7H16Cl2N2O2PRuS", "method": "ωB97M-V with the def2-TZVPD basis set", "species": ["Ru", "Cl", "Cl", "S", "P", "O", "O", "N", "N", "C", "C", "C", "C", "C", "C", "C", "H", "H", "H", "H", "H", "H", "H", "H", "H", "H", "H", "H", "H", "H", "H", "H"], "xyz": [[-0.77710, -0.55596, -0.09990], [-0.99609, -2.66954, 0.92098], [-0.45988, -1.90563, -1.97829], [-1.78493, 0.03740, 1.93813], [1.24079, -0.21990, 0.81697], [0.70874, 0.08198, -3.27456], [-0.88506, 2.16144, -1.38705], [-3.78917, 1.52738, 0.79213], [-2.80126, 2.32151, 2.69578], [2.46424, -0.87558, -0.31406], [-2.83790, 1.39050, 1.73900], [0.44357, -1.08322, -3.39077], [-0.81569, 1.07819, -0.92638], [1.76561, 1.48332, 1.19466], [1.49690, -0.99726, 2.45167], [0.67682, -2.04591, -4.48926], [1.02490, -1.98448, 2.42026], [-3.74730, 0.99058, -0.07415], [-3.54753, 2.99942, 2.76954], [0.96662, -1.50168, -5.39484], [2.07705, -1.83339, -0.68330], [3.44943, -1.03044, 0.14805], [-2.08560, 2.30466, 3.41083], [-4.70330, 1.89274, 1.06663], [1.48107, -2.75094, -4.21553], [-0.26191, -2.58633, -4.68257], [2.55349, -0.18404, -1.16203], [1.06572, 1.91769, 1.92007], [1.72263, 2.05739, 0.26117], [1.00278, -0.40969, 3.23702], [2.56608, -1.10122, 2.68695], [2.78627, 1.49097, 1.60287]], "forces_ev_per_angstrom": [[-1.8, -3.3, 2.1], [-0.1, -0.2, -0.3], [0.2, -1.3, -1.4], [-1.6, 1.5, -0.5], [3.6, 0.6, 2.6], [-0.6, -2.7, 0.0], [0.8, -4.0, 1.9], [-0.7, 0.1, 0.0], [-0.5, 1.5, 0.8], [0.3, -0.4, -0.5], [1.6, -2.6, 0.1], [0.8, 3.1, -0.4], [-1.8, 7.5, -3.8], [-0.3, 0.2, -0.5], [-0.2, -0.5, -0.1], [-0.2, -0.3, -0.4], [0.2, 0.1, 0.2], [0.1, 0.1, 0.2], [0.0, 0.5, 0.1], [0.0, 0.0, 0.3], [0.3, 0.1, 0.0], [-0.3, 0.1, -0.1], [0.1, 0.0, 0.1], [0.1, -0.1, -0.4], [-0.4, 0.2, 0.0], [0.4, 0.0, 0.1], [0.1, -0.2, 0.1], [0.2, -0.1, -0.2], [0.2, 0.1, 0.3], [0.2, -0.1, -0.3], [-0.3, 0.1, -0.2], [-0.3, -0.1, -0.1]], "total_charge": 2, "s2": 8.81, "mol_weight_g_mol": 395.23, "e_homo_ev": [-13.0, -16.4], "spin_multiplicity": 6}

{"formula": "C7H16ClIO3PRu", "method": "ωB97M-V with the def2-TZVPD basis set", "species": ["I", "Ru", "Cl", "P", "O", "O", "O", "C", "C", "C", "C", "C", "C", "C", "H", "H", "H", "H", "H", "H", "H", "H", "H", "H", "H", "H", "H", "H", "H", "H"], "xyz": [[0.83754, -4.38033, 1.55265], [1.09944, 1.39562, -0.46356], [1.35946, 3.65095, -0.09702], [-0.84228, 1.04414, -1.58577], [2.60621, 0.23001, 1.04546], [-0.72207, -3.30598, 3.20880], [0.36200, -1.62053, -0.18253], [-2.27285, 1.98355, -0.91263], [0.56982, -0.39471, -0.31349], [2.65134, -1.00273, 1.81473], [-0.56285, -0.96528, 2.75128], [-0.01444, -2.63280, 2.47161], [-1.75613, -0.42266, -2.27526], [0.09359, 1.57143, -3.03503], [-1.89784, 2.84947, -0.35721], [-1.07066, -1.10524, -2.79514], [-2.56862, -0.12825, -2.99096], [-0.75543, -0.56056, 1.65853], [1.69618, -1.47437, 1.95665], [0.32127, -0.48037, 3.16961], [3.27198, -0.79044, 2.74118], [-0.68805, 1.92475, -3.79236], [-2.23261, -0.94216, -1.42312], [0.67706, 0.81221, -3.48129], [-2.98415, 2.33435, -1.67707], [3.06992, 0.96375, 1.56199], [-2.84593, 1.33301, -0.22228], [3.30325, -1.68182, 1.12801], [-1.45205, -0.65635, 3.32676], [0.74691, 2.45137, -2.78254]], "forces_ev_per_angstrom": [[0.5, 0.4, -0.4], [3.1, 3.0, 1.6], [-0.3, -0.7, -0.1], [-3.9, -2.2, -1.5], [0.6, 1.8, 1.5], [1.4, 0.8, -1.1], [0.3, 7.1, -1.1], [0.2, 0.7, 0.0], [-1.0, -9.5, 0.5], [3.8, -0.4, -1.1], [1.5, 1.0, -3.7], [-4.8, 0.3, 3.4], [-0.2, 0.0, 0.1], [-1.3, 3.1, -0.4], [-0.2, -0.1, -0.1], [-0.2, 0.1, 0.2], [0.8, 0.1, 0.6], [0.6, -1.0, 2.3], [0.0, 0.5, 0.1], [-0.1, -0.1, -0.1], [-1.2, -0.6, -0.9], [1.1, -0.3, 0.8], [0.2, 0.1, -0.5], [0.5, -1.1, -0.3], [0.4, -0.2, 0.0], [-0.8, -1.4, -0.9], [0.6, 0.1, -0.4], [-1.2, 0.7, 1.5], [0.2, -1.8, 0.2], [-0.5, -0.5, -0.6]], "total_charge": 2, "s2": 8.81, "mol_weight_g_mol": 442.60, "e_homo_ev": [-13.7, -16.4], "spin_multiplicity": 6}

{"formula": "C7H16ClOP", "method": "ωB97M-V with the def2-TZVPD basis set", "species": ["Cl", "P", "O", "C", "C", "C", "C", "C", "C", "C", "H", "H", "H", "H", "H", "H", "H", "H", "H", "H", "H", "H", "H", "H", "H", "H"], "xyz": [[-1.42239, -1.72123, -0.06052], [-1.30186, 0.31469, 0.17605], [-0.81178, 0.84944, -1.31888], [-3.26734, 2.13418, 0.75071], [-3.73401, 0.38308, -1.27313], [3.47983, -0.82474, 0.33969], [2.13588, -0.16704, 0.54177], [3.50061, -2.32998, 0.61843], [-3.16196, 0.75673, 0.12310], [4.54998, -0.24482, -0.13669], [-3.78010, -0.82572, -1.35807], [1.29359, -0.80706, 0.29230], [0.02732, 0.42186, -1.42821], [-4.22094, 2.46897, 0.63642], [-3.01089, 2.17951, 1.86002], [1.82988, 0.21219, 1.51410], [-3.72077, 0.17177, 0.73813], [5.45051, -0.83329, -0.31401], [-2.66829, 2.89348, 0.23223], [-3.16759, 0.47506, -2.11232], [2.64543, -2.78338, 0.06127], [-4.76602, 0.79388, -1.59781], [1.89245, 0.72334, -0.01364], [3.20350, -2.39965, 1.69505], [4.55784, -2.65161, 0.30424], [4.46713, 0.81035, -0.27023]], "forces_ev_per_angstrom": [[0.0, -0.6, -0.3], [-0.9, 0.8, 0.6], [-1.3, -0.2, 0.7], [2.6, 0.4, 0.4], [-3.0, -2.6, 0.9], [-1.5, -1.5, 0.2], [-0.9, 0.4, 0.1], [0.0, 1.2, -0.1], [2.2, 0.7, -2.5], [0.3, 0.3, 0.1], [-0.5, 2.6, 0.8], [0.2, -0.7, -0.1], [1.1, -0.1, -0.5], [-3.0, 1.0, -0.1], [-0.2, -0.4, -1.5], [0.7, -0.5, 0.7], [-0.9, -2.2, 2.2], [-0.1, 0.5, 0.0], [0.2, -0.2, 0.2], [2.3, 1.4, -2.1], [1.0, -0.1, 0.2], [1.5, -0.6, 1.1], [0.8, 0.5, -0.9], [0.8, -0.6, -0.7], [-1.9, -0.3, 0.9], [0.6, 0.6, -0.5]], "mol_weight_g_mol": 182.63, "e_homo_ev": -9.0, "smiles": "CC(C)P(O)Cl.C=C(C)C"}

{"formula": "C7H16N2", "method": "ωB97M-V with the def2-TZVPD basis set", "species": ["N", "N", "C", "C", "C", "C", "C", "C", "C", "H", "H", "H", "H", "H", "H", "H", "H", "H", "H", "H", "H", "H", "H", "H", "H"], "xyz": [[0.35855, -1.10183, 1.03048], [0.27108, 0.35899, -1.00740], [-0.03216, -2.35599, 0.41160], [1.43912, -0.42369, 0.47827], [-2.15538, 1.63850, -1.08158], [-1.18023, 1.04384, -0.10054], [1.06964, 1.23132, -1.85379], [2.64386, -0.24028, 0.86730], [0.15670, -1.04127, 2.46223], [-0.57452, 1.76079, 0.44486], [-2.92068, 2.20610, -0.54343], [-1.69940, 0.41113, 0.61357], [-1.12425, -2.37118, 0.38238], [0.71245, -1.82997, 2.98427], [-0.22996, -0.27684, -1.62458], [3.47350, 0.28239, 0.42824], [-2.70654, 0.86616, -1.62255], [0.28661, -2.39293, -0.62958], [0.47663, 1.85950, -2.52563], [1.65991, 1.87195, -1.20026], [0.44298, -3.21887, 0.89645], [-1.66918, 2.30433, -1.79227], [1.71517, 0.63193, -2.50041], [0.50656, -0.08890, 2.85325], [-0.92046, -1.12517, 2.62913]], "forces_ev_per_angstrom": [[0.1, 0.3, -0.6], [-3.1, 0.2, 0.9], [0.1, 0.7, -0.3], [0.8, -1.5, 2.9], [0.0, 0.0, 0.0], [3.0, 0.5, -1.9], [-0.7, 0.8, 0.2], [-1.1, 0.3, -1.9], [0.1, 0.1, -0.4], [-0.4, 0.3, 0.1], [0.1, 0.1, 0.0], [0.8, -0.9, -0.3], [-0.1, -0.7, 0.3], [-0.1, -0.1, 0.1], [0.2, -0.4, 0.2], [0.1, 0.3, 0.2], [0.2, 0.0, -0.1], [0.1, 0.2, 0.0], [-0.1, 0.1, 0.0], [0.2, 0.0, -0.2], [-0.4, -0.1, 0.2], [-0.1, 0.0, 0.0], [0.1, -0.1, 0.3], [0.0, 0.1, -0.1], [0.0, -0.2, 0.4]], "mol_weight_g_mol": 128.22, "e_homo_ev": -7.2}

{"formula": "C7H16N2O2", "method": "ωB97M-V with the def2-TZVPD basis set", "species": ["O", "O", "N", "N", "C", "C", "C", "C", "C", "C", "C", "H", "H", "H", "H", "H", "H", "H", "H", "H", "H", "H", "H", "H", "H", "H", "H"], "xyz": [[-1.32623, 0.85507, -1.22320], [-0.17539, -0.22579, 2.40029], [-1.30667, 1.68257, 2.00298], [0.40457, -0.52924, -1.47207], [-0.51938, -1.66460, -1.42608], [0.84786, 1.86366, -1.52118], [2.47774, -0.79792, -0.09375], [1.82282, -0.83308, -1.47820], [-2.61345, -0.27227, 2.45515], [-0.12810, 0.73758, -1.43235], [-1.24332, 0.32137, 2.26961], [-2.55341, -1.15778, 3.12473], [1.89046, -0.70790, 0.81605], [-0.11773, -2.36159, -2.14103], [0.18863, 2.75581, -1.65655], [-3.10468, -0.43798, 1.50653], [-0.64024, -2.12751, -0.44891], [-3.24852, 0.13003, 3.25804], [1.56814, 1.82536, -2.35735], [-1.56666, -1.42158, -1.59434], [1.88303, -1.89255, -1.88391], [3.20790, 0.00677, 0.04228], [-2.15508, 2.04240, 1.58219], [1.45674, 1.99141, -0.61799], [2.52475, -0.39392, -2.18832], [-0.54558, 2.31481, 1.82677], [2.97177, -1.70315, 0.25060]], "forces_ev_per_angstrom": [[0.0, 0.9, -0.3], [0.0, -0.8, 0.1], [-1.2, 0.2, -0.3], [-0.5, 0.9, -0.6], [0.0, 0.1, 0.4], [-0.4, 1.7, -0.6], [0.8, 0.1, 1.4], [0.4, -2.7, 0.3], [-0.1, -1.6, 2.1], [0.4, -2.0, 0.9], [0.3, 2.3, 0.1], [0.8, -0.7, -1.6], [-1.3, 0.5, -0.5], [-0.3, -0.6, -0.2], [0.8, -0.4, 0.2], [-0.3, -0.1, 0.1], [0.8, -0.1, 0.4], [-0.1, 1.7, -1.0], [-0.5, -0.2, 0.2], [0.3, 0.6, -0.8], [-0.2, 0.9, 0.8], [0.0, 0.0, -0.4], [0.0, -0.3, 0.3], [-0.3, -0.2, 0.0], [-0.8, 1.1, -0.2], [0.6, -0.7, 0.0], [0.5, -0.4, -0.9]], "mol_weight_g_mol": 160.22, "e_homo_ev": -9.0, "smiles": "CCN(C)C(C)=O.CC(N)=O"}